{"formula": "C24H27LaNOSi", "method": "ωB97M-V/def2-TZVPD", "symbols": ["C", "C", "C", "H", "C", "C", "H", "H", "H", "H", "La", "C", "H", "H", "H", "Si", "C", "C", "H", "C", "H", "C", "H", "C", "H", "C", "H", "C", "C", "H", "C", "H", "C", "H", "C", "H", "C", "H", "H", "H", "O", "C", "C", "C", "C", "C", "C", "N", "H", "H", "H", "H", "H", "H", "H"], "coordinates": [[-0.2171, 1.0570, 2.9541], [-0.6806, -0.2255, 2.5851], [0.4064, -1.1256, 2.6668], [-1.6811, -0.4870, 2.2878], [1.5425, -0.3966, 3.0904], [1.1612, 0.9519, 3.2681], [1.8021, 1.7567, 3.5878], [-0.8060, 1.9586, 2.9872], [0.3675, -2.1728, 2.4207], [2.5302, -0.7983, 3.2458], [0.8912, 0.4186, 1.0664], [-1.2261, -2.3083, -4.8045], [-0.2471, -2.5969, -4.4325], [-1.9740, -3.0022, -4.4317], [-1.4617, -1.3043, -4.4632], [-0.5901, -0.4143, -0.7890], [-2.0613, 0.7124, -1.2146], [-2.9255, 1.1641, -0.2126], [-2.7564, 0.8529, 0.8110], [-3.9819, 2.0194, -0.4923], [-4.6381, 2.3491, 0.3040], [-4.1917, 2.4613, -1.7920], [-5.0090, 3.1358, -2.0140], [-3.3472, 2.0276, -2.8046], [-3.5072, 2.3620, -3.8223], [-2.3027, 1.1590, -2.5163], [-1.6582, 0.8223, -3.3197], [-1.3602, -2.0934, -0.3295], [-2.7333, -2.3343, -0.4202], [-3.3796, -1.5796, -0.8509], [-3.2917, -3.5279, 0.0207], [-4.3599, -3.6855, -0.0648], [-2.4855, -4.5206, 0.5576], [-2.9181, -5.4520, 0.9003], [-1.1163, -4.3051, 0.6551], [-0.4755, -5.0743, 1.0692], [-0.5695, -3.1068, 0.2228], [0.4986, -2.9545, 0.3229], [0.0086, -0.6632, -2.1592], [-1.2215, -2.3298, -5.8907], [2.8509, -0.2821, -0.2582], [3.9804, 0.0243, 0.5125], [4.0053, 1.4866, 0.8044], [5.1783, 2.2448, 0.7491], [5.1116, 3.6090, 1.0373], [3.8808, 4.1950, 1.3551], [2.7262, 3.4025, 1.3745], [2.8224, 2.0732, 1.1035], [2.8797, 0.2789, -1.0778], [3.8850, -0.5292, 1.4640], [4.9141, -0.3346, 0.0265], [6.1273, 1.7838, 0.5016], [6.0125, 4.2087, 1.0148], [3.8241, 5.2512, 1.5802], [1.7673, 3.8376, 1.6135]], "e_homo_ev": -9.490, "orbital_gap_ha": 0.220, "mol_weight_da": 512.5, "de_lowest_kcal_mol": 46.26, "fmax_ev_per_a": 15.3, "lumo_ev": -3.499, "total_charge": 1}